1.
29
Properties=species:S:1:pos:R:3:lowdin_charge:R:1 method="wB97M-V/def2-TZVPD" de_lowest_kj_mol=20.0 total_energy_ha=-429.93298 spin_multiplicity=1 total_charge=0 homo_lumo_gap_ev=10.11
C 1.62255 1.55609 2.16468 -0.050
C 0.23694 1.59631 1.59243 -0.296
C -0.23522 2.63419 0.80286 -0.069
C -1.55412 2.71574 0.37291 -0.085
C -2.41650 1.65252 0.62810 -0.099
C -1.95923 0.58592 1.38023 -0.095
C -0.65004 0.55897 1.86126 -0.077
H 2.11553 0.62732 1.87102 0.073
H 1.62906 1.57345 3.25516 0.083
H 2.28140 2.34337 1.80532 0.075
H 0.43140 3.44451 0.51235 0.111
H -1.85511 3.55918 -0.22981 0.099
H -3.42935 1.64339 0.23446 0.101
H -2.62233 -0.22311 1.64514 0.100
H -0.42579 -0.28383 2.51412 0.115
C 0.46486 -2.15923 -0.05960 -0.085
C 0.86714 -1.64988 -1.46129 -0.490
C 0.64313 -2.75117 -2.50855 -0.085
C 0.16141 -0.34540 -1.78431 -0.092
H 0.93764 -3.12677 0.14707 0.078
H -0.61908 -2.18316 -0.01660 0.074
H 0.82027 -1.43452 0.67262 0.049
H 1.93424 -1.40872 -1.39144 0.124
H -0.39184 -3.09592 -2.42587 0.080
H 0.74523 -2.34312 -3.52319 0.073
H 1.38261 -3.52724 -2.32533 0.072
H 0.43034 0.51447 -1.16351 0.067
H 0.38587 -0.07505 -2.81664 0.070
H -0.93102 -0.39826 -1.75357 0.080

=====

2.
34
Properties=species:S:1:pos:R:3:lowdin_charge:R:1 method="wB97M-V/def2-TZVPD" total_energy_ha=-11689.34747 spin_multiplicity=2 total_charge=+2 homo_lumo_gap_ev="8.88 / 5.43"
Cu -0.91562 0.11341 -1.74956 -0.021
Br -0.94663 -2.97750 -3.02780 0.685
C -1.13888 -1.73744 -4.48985 -0.935
Br -2.07343 -0.13908 -3.94433 0.796
H -1.63209 -2.17298 -5.33276 0.028
H -0.19028 -1.36059 -4.76610 -0.003
C -3.12328 0.42757 1.24047 -0.243
As -1.73216 -0.42625 0.28420 1.138
C -2.05298 -2.28625 0.64319 -0.226
C -0.21961 0.08635 1.45101 -0.356
C -0.32676 -0.05117 2.85753 -0.073
C 0.74612 0.27363 3.64644 -0.036
C 1.87246 0.84762 3.11256 -0.040
C 1.95999 1.08745 1.78205 -0.085
C 0.95099 0.69078 0.88006 -0.389
As 1.13947 0.88315 -1.03280 1.185
C 1.89764 2.67427 -0.95110 -0.220
C 2.66145 -0.19266 -1.62295 -0.213
H -3.33508 -0.12449 2.11209 0.033
H -4.00782 0.40389 0.54807 0.069
H -2.90795 1.49527 1.40681 0.071
H -2.25116 -2.49625 1.69188 0.070
H -1.25609 -2.84912 0.28809 0.002
H -2.89406 -2.52898 -0.00082 0.048
H -1.29780 -0.28730 3.28386 0.111
H 0.69950 0.05504 4.69073 0.125
H 2.72421 1.09871 3.70240 0.127
H 2.83706 1.51826 1.36491 0.096
H 2.86860 2.76449 -0.46081 0.066
H 1.15057 3.29032 -0.48002 0.048
H 1.96874 3.14278 -1.88302 0.022
H 3.55679 0.14860 -1.15882 0.044
H 2.75166 -0.13793 -2.69247 0.038
H 2.51642 -1.23361 -1.39315 0.039

=====

3.
44
Properties=species:S:1:pos:R:3:lowdin_charge:R:1 method="wB97M-V/def2-TZVPD" de_lowest_kj_mol=225.0 total_energy_ha=-2164.71094 spin_multiplicity=2 total_charge=0 homo_lumo_gap_ev="6.84 / 8.64"
Ta 0.08156 0.44260 -0.15424 1.517
C -0.03979 -0.52316 3.67991 -0.092
O -0.64162 -1.03538 2.50640 -0.236
C -0.25331 -2.35992 2.20888 -0.186
C 0.97006 -2.37915 1.32641 -0.137
O 0.67723 -1.75528 0.06138 -0.282
C 0.63806 -2.61972 -1.09934 -0.129
C -0.76612 -2.87955 -1.57493 -0.197
O -1.27773 -1.67591 -2.09766 -0.228
C -2.53423 -1.84602 -2.73512 -0.075
H -0.38932 -1.07637 4.55758 0.097
H 1.05228 -0.57044 3.63630 0.087
H -0.34984 0.51620 3.76457 0.079
H -0.05984 -2.93481 3.12266 0.136
H -1.09141 -2.81187 1.67978 0.123
H 1.79738 -1.82086 1.76118 0.122
H 1.28784 -3.40717 1.14570 0.133
H 1.19754 -2.10677 -1.87787 0.120
H 1.13987 -3.55251 -0.84281 0.132
H -0.71434 -3.64297 -2.36448 0.139
H -1.41000 -3.25898 -0.77187 0.132
H -2.44059 -2.53944 -3.57624 0.096
H -3.27886 -2.22511 -2.02824 0.099
H -2.84339 -0.86922 -3.09508 0.102
O 1.56639 0.55062 1.29213 -0.283
N 1.75907 1.72385 1.91565 -0.170
C 2.99051 1.95224 2.41378 0.001
C 3.26064 3.10708 3.08916 -0.038
C 2.23639 4.04761 3.24676 -0.045
C 0.99740 3.79518 2.71582 -0.060
C 0.74473 2.60930 2.01237 -0.604
S -0.77263 2.21618 1.28563 0.752
H 3.70484 1.16727 2.22101 0.146
H 4.25410 3.27535 3.47517 0.112
H 2.42340 4.97448 3.77103 0.115
H 0.18764 4.50472 2.80121 0.114
O 1.57678 1.89537 -3.51705 -0.253
S 1.32288 1.54033 -2.16541 0.337
O 1.96707 2.30533 -1.10363 -0.337
O 1.53454 0.06308 -1.84380 -0.419
O -0.19459 1.58719 -1.77953 -0.466
F -3.07908 0.34194 -0.66970 0.132
B -2.11445 -0.33245 -0.01829 -0.712
F -2.60407 -1.45457 0.55320 0.128

=====

4.
44
Properties=species:S:1:pos:R:3:lowdin_charge:R:1 method="wB97M-V/def2-TZVPD" total_energy_ha=-1765.95881 spin_multiplicity=1 total_charge=+1 homo_lumo_gap_ev=8.41
C -3.64469 5.00368 0.91975 0.123
C -2.78645 4.18101 0.98528 -0.155
C -1.75174 3.18680 1.19354 -0.196
C -0.94319 2.91247 -0.09555 -0.156
C -1.05509 1.50967 -0.67795 -0.102
C -0.20922 0.42438 0.02294 -0.450
N -0.78744 0.20612 1.31392 0.161
O 1.13208 0.95797 0.01649 -0.032
C 2.07969 -0.07426 -0.27603 -0.328
B 3.40942 0.56182 -0.94418 -0.632
O 4.59539 0.56794 -0.28597 0.186
O 3.26228 1.09853 -2.18613 0.211
P 2.51018 -0.94673 1.40336 0.945
N 1.41777 -2.29145 1.52302 -0.155
O 1.93642 0.16827 2.41908 -0.236
N 1.26570 -0.78140 -1.33623 0.002
N 1.85021 -1.84507 -2.08944 0.202
C 2.30403 -2.80742 -1.46115 -0.265
O 2.74089 -3.67170 -0.87910 0.283
C -0.19389 -0.81983 -0.92267 -0.088
C -0.78018 -2.14244 -0.51671 -0.107
O -2.16280 -1.99888 -0.88411 0.048
C -2.95214 -3.01035 -0.42340 -0.658
F -4.19225 -2.82941 -0.91583 0.184
F -3.01268 -3.00127 0.93387 0.153
F -2.48805 -4.21870 -0.81303 0.168
H -4.45321 5.68045 0.98356 0.027
H -2.25516 2.30606 1.56738 0.095
H -1.09645 3.53022 1.98268 0.121
H 0.08769 3.19562 0.06599 0.114
H -1.30412 3.58855 -0.85865 0.114
H -2.10339 1.22549 -0.71306 0.140
H -0.71909 1.56880 -1.71091 0.125
H -0.59473 -0.71233 1.68885 0.057
H -1.79140 0.24606 1.21412 0.101
H 5.04674 -0.28190 -0.25101 0.121
H 3.85391 0.69316 -2.82837 0.136
H 1.98385 -3.07791 1.81801 0.044
H 0.75637 -2.14135 2.28071 0.047
H 1.61130 -0.23397 3.23186 0.077
H 1.21716 -0.03407 -2.03880 0.181
H -0.70337 -0.58716 -1.84863 0.165
H -0.72000 -2.37955 0.53121 0.094
H -0.36035 -2.92594 -1.13871 0.135

=====

5.
43
Properties=species:S:1:pos:R:3:lowdin_charge:R:1 method="wB97M-V/def2-TZVPD" total_energy_ha=-15281.20182 spin_multiplicity=1 total_charge=-1 homo_lumo_gap_ev=6.69
Hf 0.80581 -0.93078 0.43641 0.786
B -0.93793 -0.43246 3.00396 -0.497
N 0.47661 -0.31335 3.59977 -0.098
C 0.87883 0.00422 4.83540 -0.088
C 2.23254 0.28123 4.78330 -0.060
C 2.56835 0.11301 3.43483 -0.201
N 1.50570 -0.25867 2.73275 -0.116
N -1.10623 0.83970 2.11065 -0.086
C -1.82903 1.94060 2.32181 -0.080
C -1.47739 2.88614 1.37006 -0.058
C -0.49073 2.25853 0.60867 -0.140
N -0.27960 1.02604 1.06111 -0.111
H -1.77899 -0.43513 3.87188 0.083
H -0.97301 -1.43441 2.30138 -0.007
H 0.17365 0.02443 5.65091 0.115
H 2.88561 0.56209 5.59303 0.084
H 3.52224 0.23121 2.95583 0.012
H -2.54327 1.97530 3.12900 0.118
H -1.87285 3.87983 1.24680 0.084
H 0.05190 2.61966 -0.24615 0.104
Se 1.31728 -3.25963 1.69492 -0.004
Se 3.29959 -3.24318 0.44254 -0.123
Se 4.45933 -1.30475 0.96962 -0.043
Se 3.23316 0.47160 0.02586 0.007
O 0.60836 0.75185 -1.59139 -0.291
C 0.08856 0.61527 -2.91900 -0.220
C -0.92028 -0.51108 -3.02362 -0.585
C -1.69821 -0.29585 -4.33055 -0.226
O -0.90238 -0.25293 -5.51650 -0.058
C -0.24236 -1.88383 -3.05581 -0.563
Se 1.37347 -2.15468 -1.96357 0.449
C -1.96438 -0.38209 -1.90374 -0.521
Se -1.71803 -1.48760 -0.30720 0.581
H 1.56045 0.92166 -1.67154 -0.032
H 0.92145 0.42238 -3.59945 0.125
H -0.39062 1.56398 -3.19149 0.133
H -2.29984 0.61751 -4.24456 0.124
H -2.38380 -1.13304 -4.46310 0.129
H -0.27845 0.47567 -5.44344 0.074
H 0.09344 -2.08501 -4.07289 0.051
H -0.96880 -2.64317 -2.76675 0.038
H -2.93854 -0.69883 -2.28244 0.051
H -2.06158 0.65860 -1.58729 0.060

=====

6.
31
Properties=species:S:1:pos:R:3:lowdin_charge:R:1 method="wB97M-V/def2-TZVPD" de_lowest_kj_mol=23.4 total_energy_ha=-3463.95744 spin_multiplicity=1 total_charge=0 homo_lumo_gap_ev=9.36
C 3.34459 0.09044 -0.77199 -0.104
C 1.98740 -0.32303 -0.27974 -0.232
C 0.90245 0.62204 -0.97633 -0.295
C 0.57538 0.22664 -2.43699 -0.010
C -0.34778 0.55326 -0.14244 -0.286
C -1.27646 1.76772 0.01609 -0.052
C -0.80265 -0.64049 0.23146 -0.120
C -2.23490 -0.95350 0.67585 -0.307
C -2.71871 -2.34133 0.18711 -0.573
Br -3.08708 -2.10018 -1.75233 0.569
H 3.95511 -0.56095 -0.25224 0.038
H 3.57061 1.04848 -0.29465 0.075
H 3.50468 -0.07182 -1.87024 0.103
H 1.86254 -1.31141 -0.55928 0.077
H 1.76258 -0.20039 0.82814 0.099
H 1.25352 1.57158 -0.90238 0.083
H 0.19333 -0.70094 -2.59418 0.055
H -0.00457 0.89540 -2.89172 0.044
H 1.37531 0.27507 -3.05295 0.042
H -0.78949 2.59122 -0.34984 0.030
H -1.41618 2.14297 1.07183 0.095
H -2.18905 1.80230 -0.54983 0.075
H -0.10102 -1.45707 0.19076 0.102
H -2.40802 -1.07418 1.82117 0.125
H -2.81936 -0.02793 0.36350 0.102
H -3.63068 -2.53374 0.81088 0.069
H -2.04476 -3.23652 0.31453 0.077
C -0.15058 0.55480 3.61601 0.045
C 0.64278 1.22346 3.01311 -0.718
Cl 1.59070 2.22781 2.14387 0.767
H -0.49968 -0.05970 4.39281 0.024